Entry from the Open Molecules 2025 dataset: a 3-piece molecular cluster, C3H8NO2 overall in a non-equilibrium geometry (ωB97M-V/def2-TZVPD).

Each line ends with the Löwdin spin population.
Positions of all 14 atoms, in Å:
C  0.114  0.534  -0.087  0.1342
C  0.168  -0.576  -0.856  0.0588
C  2.288  -0.393  -0.055  0.5006
O  2.656  -1.386  -0.795  0.1046
O  2.941  0.516  0.398  0.1500
N  -2.733  0.850  1.019  0.0055
H  0.127  0.588  1.003  0.0043
H  -0.184  1.544  -0.501  0.0063
H  0.095  -0.630  -1.960  0.0005
H  0.338  -1.546  -0.354  0.0073
H  3.537  -1.776  -0.684  0.0263
H  -3.120  1.445  0.291  0.0003
H  -3.252  0.926  1.884  0.0004
H  -2.974  -0.096  0.698  0.0009

As for the net charge: 0. The calculation puts the LUMO energy (spin up / spin down) at 0.034 / 0.010 Eh. For the energy above the lowest of the compared OMol25 structures with the same formula, charge and spin, the calculation gives 172.97 kJ/mol. Its spin multiplicity is 2. The orbital gap (spin up / spin down) comes out at 7.80 / 9.89 eV.